This record from OMol25 describes 2 unconnected molecules or ions with the total composition C7H10O4Si. The level of theory is ωB97M-V with the def2-TZVPD basis set.

## Properties
**Total charge**: -2
**HOMO-LUMO gap (alpha / beta)**: 6.52 / 6.51 eV
**Lowest unoccupied orbital energy (alpha / beta)**: 5.94 / 5.94 eV

Last column: Mulliken charge in e.
Cartesian coordinates (Å):
H  -2.22021  -0.54052  1.22119  0.274
O  -0.24962  -3.05966  -0.65768  -0.606
H  -2.54005  1.22659  1.33919  0.301
H  -0.69191  0.30760  -2.22580  0.414
O  0.49569  -4.03059  1.13116  -0.644
H  2.53476  0.18394  -1.80155  -0.158
Si  2.11018  0.34662  -0.38311  -0.184
C  -0.34695  0.74011  1.00816  -0.540
H  -2.20103  1.59526  -0.99444  0.299
H  -0.14203  1.81341  1.00572  0.296
O  3.69298  2.80290  -0.32238  -0.678
C  0.61873  -3.27653  0.17029  0.233
C  -0.76141  -0.06006  -1.22943  -0.564
C  -1.85727  0.49317  0.81611  -0.540
O  2.58077  2.14861  1.52645  -0.600
H  -3.07530  0.02158  -0.91075  0.277
C  0.29514  0.40521  -0.24766  0.231
C  2.98499  1.99702  0.33876  0.397
H  -0.11792  0.37878  2.05166  0.289
C  -2.09763  0.52665  -0.63656  -0.631
H  -0.88296  -1.09646  -1.19646  0.141
H  1.87105  -2.92361  -0.00288  -0.007